(1)
ORCA calculation (ωB97M-V with the def2-TZVPD basis set) on C4H7ClS in the gas phase at a distorted geometry.

E_tot = -1014.9532 Eh
E_LUMO = -0.019 Eh
HOMO-LUMO gap = 8.43 eV
F_max = 2.10 eV/Å
Structure (SMILES) = CCC(=S)CCl
ΔE to the lowest compared entry with this formula, charge and spin = 41.04 kJ/mol

Geometry as ORCA input:
```
! RIJCOSX wB97M-V def2-TZVPD def2/J DEFGRID3
* xyz 0 1
C -0.8516 -1.8713 1.1408
C -0.2240 -0.5051 1.3334
C 0.4656 -0.2065 0.0422
S 1.6460 -1.1982 -0.5700
C 0.2531 1.0795 -0.6823
Cl -1.3204 1.9049 -0.3866
H -1.3285 -1.8783 0.1941
H -0.0200 -2.4917 0.8978
H -1.4659 -2.2203 1.9269
H -0.8708 0.2989 1.6017
H 0.5497 -0.6035 2.1241
H 0.2683 0.9395 -1.7286
H 1.1193 1.7630 -0.3294
*
```


(2)
ORCA calculation (ωB97M-V with the def2-TZVPD basis set) on a molecular structure, C4H7CoO3 at a distorted geometry.

E_tot = -1764.9484 Eh
E_LUMO (alpha / beta) = 0.022 / -0.036 Eh
HOMO-LUMO gap (alpha / beta) = 7.66 / 8.71 eV
F_max = 2.41 eV/Å
<S²> = 6.004
ΔE to the lowest compared entry with this formula, charge and spin = 6.94 kJ/mol

Geometry as ORCA input:
```
! RIJCOSX wB97M-V def2-TZVPD def2/J DEFGRID3
* xyz 0 5
H 2.4316 -1.3213 -1.0557
O -0.5005 0.1634 0.0309
C 0.8814 -0.1456 0.0318
O 1.5323 0.9806 0.1734
Co 0.0463 2.1333 -0.2181
O 1.2478 -1.3012 0.7314
C 1.3921 -1.3278 -0.7146
H 0.7213 -2.0287 -1.2198
C -1.4901 -0.8427 -0.1703
H -1.4544 -1.2005 -1.2101
H -1.2566 -1.6902 0.4895
C -2.8460 -0.2566 0.1436
H -2.8798 0.1339 1.1690
H -3.0849 0.5627 -0.5477
H -3.6107 -1.0371 0.0360
*
```


(3)
ORCA calculation (ωB97M-V with the def2-TZVPD basis set) on a molecular structure, C4H7CsO2 at a distorted geometry.

E_tot = -327.0997 Eh
E_LUMO (alpha / beta) = 0.070 / 0.093 Eh
HOMO-LUMO gap (alpha / beta) = 3.34 / 6.22 eV
F_max = 1.81 eV/Å
<S²> = 0.750
ΔE to the lowest compared entry with this formula, charge and spin = 72.02 kJ/mol

Geometry as ORCA input:
```
! RIJCOSX wB97M-V def2-TZVPD def2/J DEFGRID3
* xyz -1 2
O 1.9238 -1.7290 0.0446
C 1.0986 -1.5771 -1.0739
C 0.4657 -0.1666 -1.0137
C 0.1933 0.1913 0.4525
C -0.6848 1.3038 0.6595
O -1.1438 1.6963 1.7561
Cs -4.4753 3.3389 3.5669
H -0.2150 -0.6202 1.0838
H 0.2474 -2.2997 -1.0370
H 1.6919 -1.6473 -2.0102
H -0.4552 -0.1342 -1.6190
H 1.2143 0.5194 -1.4458
H 1.3164 -0.5765 0.8945
H -1.1774 1.7009 -0.2585
*
```


(4)
ORCA calculation (ωB97M-V with the def2-TZVPD basis set) on a molecular structure, C4H7EuO3 at a distorted geometry.

E_tot = -1092.2064 Eh
E_LUMO (alpha / beta) = -0.246 / -0.172 Eh
HOMO-LUMO gap (alpha / beta) = 3.48 / 9.04 eV
F_max = 5.10 eV/Å
<S²> = 16.149
ΔE to the lowest compared entry with this formula, charge and spin = 337.92 kJ/mol

Geometry as ORCA input:
```
! RIJCOSX wB97M-V def2-TZVPD def2/J DEFGRID3
* xyz 1 8
H 1.5666 0.9196 -4.2238
O -0.0397 -1.7199 -1.7176
C -0.1097 -2.1588 -0.5900
C 0.0212 -1.1538 0.5569
O -1.0658 -0.4593 0.6854
C -1.0044 0.9095 1.1454
C 0.3942 1.3927 0.7803
O 0.8627 0.5397 -0.2295
Eu 0.7973 0.3813 -2.5017
H -0.4789 -3.1707 -0.3597
H 0.5745 -1.5041 1.4413
H -1.1989 0.9074 2.2228
H -1.7929 1.4510 0.6099
H 1.0887 1.1943 1.6138
H 0.3849 2.4712 0.5665
*
```


Number 3 is which compound? C4H7CsO2


Repeat the third record exactly.
ORCA calculation (ωB97M-V with the def2-TZVPD basis set) on a molecular structure, C4H7CsO2 at a distorted geometry.

E_tot = -327.0997 Eh
E_LUMO (alpha / beta) = 0.070 / 0.093 Eh
HOMO-LUMO gap (alpha / beta) = 3.34 / 6.22 eV
F_max = 1.81 eV/Å
<S²> = 0.750
ΔE to the lowest compared entry with this formula, charge and spin = 72.02 kJ/mol

Geometry as ORCA input:
```
! RIJCOSX wB97M-V def2-TZVPD def2/J DEFGRID3
* xyz -1 2
O 1.9238 -1.7290 0.0446
C 1.0986 -1.5771 -1.0739
C 0.4657 -0.1666 -1.0137
C 0.1933 0.1913 0.4525
C -0.6848 1.3038 0.6595
O -1.1438 1.6963 1.7561
Cs -4.4753 3.3389 3.5669
H -0.2150 -0.6202 1.0838
H 0.2474 -2.2997 -1.0370
H 1.6919 -1.6473 -2.0102
H -0.4552 -0.1342 -1.6190
H 1.2143 0.5194 -1.4458
H 1.3164 -0.5765 0.8945
H -1.1774 1.7009 -0.2585
*
```


What did the third record say?
ORCA calculation (ωB97M-V with the def2-TZVPD basis set) on a molecular structure, C4H7CsO2 at a distorted geometry.

E_tot = -327.0997 Eh
E_LUMO (alpha / beta) = 0.070 / 0.093 Eh
HOMO-LUMO gap (alpha / beta) = 3.34 / 6.22 eV
F_max = 1.81 eV/Å
<S²> = 0.750
ΔE to the lowest compared entry with this formula, charge and spin = 72.02 kJ/mol

Geometry as ORCA input:
```
! RIJCOSX wB97M-V def2-TZVPD def2/J DEFGRID3
* xyz -1 2
O 1.9238 -1.7290 0.0446
C 1.0986 -1.5771 -1.0739
C 0.4657 -0.1666 -1.0137
C 0.1933 0.1913 0.4525
C -0.6848 1.3038 0.6595
O -1.1438 1.6963 1.7561
Cs -4.4753 3.3389 3.5669
H -0.2150 -0.6202 1.0838
H 0.2474 -2.2997 -1.0370
H 1.6919 -1.6473 -2.0102
H -0.4552 -0.1342 -1.6190
H 1.2143 0.5194 -1.4458
H 1.3164 -0.5765 0.8945
H -1.1774 1.7009 -0.2585
*
```